1.
{"formula": "C3H3NO", "method": "the ωB97M-V functional and the def2-TZVPD basis", "elements": ["O", "C", "N", "C", "C", "H", "H", "H"], "coordinates": [[-1.854, -1.353, 0.489], [-1.208, -0.480, -0.026], [-0.109, 0.104, 0.504], [1.328, -0.076, 0.437], [0.754, 0.851, -0.336], [-1.553, 0.193, -0.861], [1.964, -0.718, 0.912], [0.678, 1.480, -1.119]], "nbo_charge": [-0.56, 0.51, -0.48, -0.01, 0.00, 0.08, 0.24, 0.23], "spin_multiplicity": 1, "relative_energy_kcal_mol": 93.87, "orbital_gap_ev": 8.92}

2.
{"formula": "C26H48NO10", "method": "the ωB97M-V functional and the def2-TZVPD basis", "elements": ["C", "N", "C", "C", "C", "C", "O", "H", "H", "H", "H", "H", "H", "H", "H", "H", "H", "H", "H", "H", "H", "C", "C", "C", "O", "C", "C", "C", "O", "O", "O", "H", "H", "H", "H", "C", "C", "O", "C", "H", "H", "H", "H", "H", "H", "C", "C", "O", "C", "H", "H", "H", "H", "H", "H", "C", "C", "O", "C", "H", "H", "H", "H", "H", "H", "C", "C", "O", "C", "H", "H", "H", "H", "H", "H", "C", "C", "O", "C", "H", "H", "H", "H", "H", "H"], "coordinates": [[5.309, 39.963, 27.459], [4.667, 38.979, 28.248], [3.129, 39.145, 28.206], [5.002, 37.573, 27.781], [5.143, 39.224, 29.655], [4.596, 38.274, 30.789], [5.226, 38.522, 31.907], [4.718, 40.099, 26.461], [6.444, 39.679, 26.967], [5.376, 40.997, 27.682], [2.980, 40.015, 28.700], [2.528, 38.338, 28.784], [2.560, 39.327, 27.212], [4.702, 37.444, 26.778], [4.796, 36.784, 28.381], [5.976, 37.407, 27.961], [5.143, 40.447, 29.895], [6.222, 39.167, 29.484], [4.609, 37.182, 30.486], [3.572, 38.523, 31.021], [6.139, 38.274, 31.986], [0.789, 40.835, 34.981], [1.564, 39.885, 34.121], [1.071, 38.561, 33.872], [1.742, 37.739, 33.334], [-0.230, 38.215, 34.435], [-0.981, 39.126, 35.274], [-0.481, 40.409, 35.656], [-1.160, 41.200, 36.449], [-2.182, 38.824, 35.918], [2.753, 40.207, 33.413], [1.268, 41.784, 35.050], [-0.628, 37.228, 34.218], [-2.524, 37.849, 35.726], [3.071, 39.531, 32.954], [0.804, 39.996, 24.163], [2.104, 39.477, 23.676], [2.891, 38.917, 24.507], [2.380, 39.527, 22.126], [0.347, 40.771, 23.633], [1.013, 40.270, 25.184], [-0.091, 39.218, 24.121], [2.428, 40.662, 22.007], [1.568, 39.146, 21.459], [3.435, 39.070, 21.823], [5.654, 36.928, 23.617], [6.914, 37.513, 24.292], [6.941, 37.575, 25.500], [8.084, 37.923, 23.428], [5.379, 37.433, 22.633], [4.749, 36.580, 24.214], [6.197, 35.992, 23.342], [8.696, 37.084, 22.973], [8.677, 38.453, 24.051], [8.111, 38.640, 22.686], [5.344, 34.064, 30.889], [4.395, 32.951, 30.658], [3.288, 33.152, 29.921], [4.636, 31.740, 31.454], [4.991, 34.722, 31.618], [5.391, 34.540, 29.801], [6.345, 33.645, 31.211], [5.400, 31.852, 32.129], [4.838, 30.909, 30.734], [3.954, 31.414, 32.009], [9.213, 39.210, 28.575], [8.922, 40.715, 28.615], [7.913, 41.120, 28.975], [10.061, 41.693, 28.118], [9.398, 38.951, 29.668], [9.743, 38.685, 27.779], [8.208, 38.715, 28.720], [9.599, 42.576, 27.916], [10.671, 41.182, 27.293], [10.952, 41.983, 28.968], [8.503, 37.915, 33.584], [8.193, 36.927, 32.550], [7.568, 37.299, 31.439], [8.437, 35.479, 32.894], [7.891, 37.456, 34.359], [8.385, 38.992, 33.599], [9.498, 37.598, 33.814], [9.277, 35.382, 33.348], [8.543, 34.870, 32.076], [7.618, 35.067, 33.717]], "lowdin_charge": [-0.08, -0.32, 0.03, 0.03, -0.08, -0.29, -0.02, 0.13, 0.18, 0.09, 0.05, 0.15, 0.12, 0.10, 0.06, 0.06, 0.21, 0.09, 0.13, 0.10, 0.04, 0.13, -0.10, -0.43, 0.13, 0.10, -0.19, -0.28, 0.08, 0.04, 0.11, 0.10, 0.12, 0.19, -0.02, -0.04, -0.44, -0.02, -0.03, 0.05, 0.07, 0.15, 0.10, 0.09, 0.11, -0.02, -0.46, 0.04, -0.01, 0.09, 0.09, 0.09, 0.13, 0.03, 0.06, -0.04, -0.39, -0.04, -0.01, 0.06, 0.13, 0.09, 0.06, 0.14, 0.01, -0.01, -0.54, 0.10, -0.01, 0.10, 0.08, 0.06, 0.01, 0.09, 0.15, 0.00, -0.37, -0.05, 0.00, 0.11, 0.11, 0.09, 0.01, 0.05, 0.18], "total_charge": 1, "spin_multiplicity": 1, "relative_energy_kcal_mol": 201.60, "orbital_gap_ev": 7.27}

3.
{"formula": "C18H42F2N2O7SSi", "method": "the ωB97M-V functional and the def2-TZVPD basis", "elements": ["O", "C", "F", "N", "C", "O", "Si", "F", "N", "C", "S", "H", "H", "C", "C", "C", "O", "H", "H", "H", "H", "H", "H", "H", "H", "C", "C", "C", "O", "H", "H", "H", "H", "H", "H", "H", "H", "C", "C", "C", "O", "H", "H", "H", "H", "H", "H", "H", "H", "C", "C", "C", "O", "H", "H", "H", "H", "H", "H", "H", "H", "C", "C", "C", "O", "H", "H", "H", "H", "H", "H", "H", "H"], "coordinates": [[0.541, -0.130, 0.008], [-0.574, 0.611, 0.166], [-0.707, 1.493, 1.379], [-1.735, 0.589, -0.850], [-1.139, 1.300, -2.082], [-1.279, 2.638, -2.090], [-0.304, 0.341, -3.534], [-1.481, 0.139, -4.883], [1.246, 1.071, -4.118], [0.916, 2.227, -4.836], [0.970, 3.907, -5.263], [-1.923, -0.418, -1.057], [0.050, -1.025, -3.073], [5.568, 1.889, -5.754], [4.215, 1.508, -6.331], [4.363, 0.567, -7.516], [3.530, 2.687, -6.747], [6.180, 2.409, -6.499], [5.447, 2.576, -4.909], [6.114, 1.005, -5.410], [3.605, 1.031, -5.557], [4.932, 1.040, -8.324], [3.381, 0.311, -7.929], [4.872, -0.357, -7.225], [4.064, 3.117, -7.436], [-6.099, -2.338, -0.277], [-4.605, -2.492, -0.514], [-3.926, -3.177, 0.661], [-4.023, -1.206, -0.712], [-6.294, -1.721, 0.607], [-6.573, -1.832, -1.125], [-6.579, -3.311, -0.137], [-4.435, -3.072, -1.427], [-4.044, -2.590, 1.579], [-2.849, -3.270, 0.482], [-4.340, -4.176, 0.830], [-4.170, -0.683, 0.094], [-2.811, 0.050, 5.212], [-3.782, -0.930, 4.574], [-3.707, -2.296, 5.237], [-3.479, -1.060, 3.187], [-1.777, -0.298, 5.107], [-2.867, 1.026, 4.716], [-3.027, 0.185, 6.276], [-4.803, -0.539, 4.650], [-2.705, -2.727, 5.133], [-4.402, -2.994, 4.759], [-3.950, -2.232, 6.302], [-2.574, -1.407, 3.109], [1.914, -2.921, 6.494], [0.560, -3.302, 5.916], [0.708, -4.243, 4.731], [-0.125, -2.123, 5.500], [2.526, -2.400, 5.749], [1.792, -2.233, 7.338], [2.459, -3.805, 6.838], [-0.050, -3.779, 6.691], [1.277, -3.769, 3.923], [-0.273, -4.499, 4.318], [1.218, -5.167, 5.023], [0.410, -1.693, 4.812], [1.609, 4.195, -1.049], [2.934, 4.061, -1.782], [4.109, 4.350, -0.861], [2.961, 4.968, -2.881], [1.472, 5.214, -0.670], [0.772, 3.996, -1.727], [1.551, 3.499, -0.207], [3.027, 3.049, -2.190], [4.061, 5.375, -0.475], [5.055, 4.261, -1.405], [4.126, 3.658, -0.013], [2.878, 5.869, -2.527]], "lowdin_charge": [0.00, -0.18, -0.01, 0.07, -0.30, -0.03, 0.65, -0.28, -0.08, -0.58, 0.70, 0.10, 0.00, -0.06, -0.51, -0.06, -0.11, 0.08, 0.08, 0.08, 0.12, 0.08, 0.08, 0.08, 0.10, -0.06, -0.49, -0.06, -0.08, 0.08, 0.08, 0.08, 0.14, 0.05, 0.08, 0.08, 0.09, -0.06, -0.49, -0.06, -0.08, 0.06, 0.08, 0.08, 0.14, 0.06, 0.08, 0.08, 0.09, -0.06, -0.50, -0.06, -0.08, 0.08, 0.08, 0.08, 0.14, 0.08, 0.08, 0.08, 0.10, -0.06, -0.51, -0.07, -0.10, 0.09, 0.05, 0.08, 0.13, 0.08, 0.08, 0.08, 0.09], "spin_multiplicity": 1, "relative_energy_kcal_mol": 73.51, "orbital_gap_ev": 8.29}

4.
{"formula": "C44H36BrNO5RhS", "method": "the ωB97M-V functional and the def2-TZVPD basis", "elements": ["Rh", "O", "C", "C", "C", "C", "C", "C", "C", "C", "C", "O", "C", "C", "C", "C", "C", "C", "C", "C", "C", "C", "C", "C", "N", "C", "C", "C", "C", "C", "C", "C", "C", "C", "C", "C", "C", "H", "H", "H", "H", "H", "H", "H", "H", "H", "H", "H", "H", "H", "H", "H", "H", "H", "H", "H", "H", "H", "H", "H", "H", "H", "H", "H", "Br", "C", "C", "C", "C", "C", "C", "C", "C", "C", "C", "H", "H", "H", "H", "H", "H", "C", "S", "O", "O", "O", "H", "H", "H"], "coordinates": [[-0.806, -0.603, 0.000], [-0.436, -1.128, -1.932], [0.652, -0.799, -2.713], [1.470, 0.357, -2.070], [2.243, -0.062, -0.857], [3.593, -0.396, -0.964], [4.282, -0.775, 0.167], [3.627, -0.750, 1.387], [2.294, -0.377, 1.432], [1.588, -0.218, 2.753], [0.865, 1.093, 2.936], [-1.257, -0.500, 2.022], [1.024, 2.153, 1.929], [-0.100, 2.650, 1.266], [0.032, 3.572, 0.240], [1.290, 4.029, -0.133], [2.416, 3.551, 0.526], [2.284, 2.617, 1.541], [-0.017, 1.265, 4.045], [-0.516, 2.541, 4.390], [-1.373, 2.714, 5.461], [-1.763, 1.630, 6.239], [-1.269, 0.367, 5.932], [-0.410, 0.185, 4.867], [1.602, -0.091, 0.314], [1.597, -1.995, -2.904], [2.618, -1.963, -3.851], [3.522, -3.010, -3.955], [3.412, -4.110, -3.113], [2.384, -4.157, -2.182], [1.480, -3.107, -2.082], [0.084, -0.366, -4.074], [-0.522, -1.346, -4.862], [-1.156, -1.017, -6.047], [-1.199, 0.307, -6.472], [-0.606, 1.287, -5.697], [0.031, 0.953, -4.505], [0.762, 1.139, -1.784], [2.172, 0.769, -2.799], [4.075, -0.368, -1.931], [5.325, -1.062, 0.105], [4.143, -0.987, 2.308], [2.301, -0.400, 3.563], [0.827, -1.006, 2.814], [-1.074, 2.243, 1.510], [-0.852, 3.904, -0.290], [1.392, 4.743, -0.941], [3.403, 3.897, 0.242], [3.170, 2.235, 2.038], [-0.218, 3.400, 3.804], [-1.741, 3.707, 5.690], [-2.449, 1.765, 7.066], [-1.580, -0.492, 6.513], [-0.083, -0.820, 4.634], [2.700, -1.110, -4.518], [4.311, -2.970, -4.697], [4.117, -4.929, -3.191], [2.282, -5.016, -1.530], [0.663, -3.134, -1.372], [-0.506, -2.373, -4.517], [-1.626, -1.793, -6.640], [-1.699, 0.568, -7.397], [-0.643, 2.324, -6.011], [0.467, 1.743, -3.907], [-0.478, -3.276, 1.402], [-2.106, -3.306, 2.423], [-2.526, -4.573, 2.719], [-3.719, -4.769, 3.436], [-4.460, -3.691, 3.817], [-4.050, -2.370, 3.513], [-4.861, -1.281, 3.900], [-4.481, -0.005, 3.586], [-3.281, 0.241, 2.919], [-2.423, -0.782, 2.543], [-2.826, -2.144, 2.809], [-1.942, -5.421, 2.388], [-4.043, -5.776, 3.666], [-5.391, -3.822, 4.356], [-5.787, -1.484, 4.425], [-5.112, 0.833, 3.857], [-2.988, 1.253, 2.670], [-3.387, 0.356, -2.637], [-3.377, 0.420, -0.866], [-4.616, 1.027, -0.451], [-2.160, 1.209, -0.519], [-3.169, -0.968, -0.421], [-3.439, 1.373, -3.021], [-4.262, -0.212, -2.949], [-2.469, -0.138, -2.953]], "lowdin_spin": [2.44, 0.14, 0.01, 0.00, 0.01, 0.00, 0.00, 0.00, 0.01, 0.06, 0.43, 0.10, 0.04, 0.04, 0.00, 0.03, 0.00, 0.04, 0.02, 0.09, -0.01, 0.11, -0.01, 0.09, 0.05, 0.00, 0.00, 0.00, 0.00, 0.00, 0.00, 0.00, 0.00, 0.00, 0.00, 0.00, 0.00, 0.00, 0.00, 0.00, 0.00, 0.00, 0.02, 0.01, 0.00, 0.00, 0.00, 0.00, 0.00, 0.00, 0.00, 0.01, 0.00, 0.01, 0.00, 0.00, 0.00, 0.00, 0.00, 0.00, 0.00, 0.00, 0.00, 0.00, 0.04, 0.00, 0.01, 0.00, 0.01, 0.00, 0.02, 0.00, 0.02, 0.01, 0.00, 0.00, 0.00, 0.00, 0.00, 0.00, 0.00, 0.00, 0.01, 0.01, 0.08, 0.05, 0.00, 0.00, 0.00], "total_charge": -1, "spin_multiplicity": 5, "relative_energy_kcal_mol": 0.00, "orbital_gap_ev": [6.53, 6.62]}

M across the listed records, respectively: 69.1; 534.7; 496.7; 873.7 g/mol.
E across the listed records, respectively: -245.94195; -1825.96429; -2234.52022; -5212.07800 Eh.